[1]
{"formula": "C23H65AlFINO8", "method": "the ωB97M-V functional and the def2-TZVPD basis", "spin_multiplicity": 1, "total_charge": -1, "molar_mass_g_mol": 656.656, "total_energy_ev": -60189.4948, "homo_ev": -4.07, "e_above_lowest_kj_mol": 10.2, "orbital_gap_ev": 6.25, "lumo_energy_ev": 2.17, "elements": ["C", "H", "H", "H", "C", "C", "H", "F", "H", "H", "O", "H", "H", "I", "H", "H", "H", "H", "C", "H", "H", "H", "H", "H", "H", "H", "H", "H", "O", "C", "H", "H", "H", "H", "H", "O", "H", "H", "O", "H", "H", "H", "C", "C", "C", "N", "H", "C", "H", "C", "H", "C", "O", "H", "H", "H", "C", "H", "O", "Al", "H", "O", "C", "C", "C", "H", "H", "H", "H", "H", "H", "H", "C", "H", "C", "H", "H", "H", "H", "H", "H", "H", "H", "H", "H", "H", "H", "H", "C", "C", "C", "C", "H", "C", "C", "H", "H", "O", "H", "H"], "xyz": [[3.5941, 4.9422, 3.0225], [-2.8775, -5.8200, -6.1829], [-2.6811, -1.4108, -0.8287], [-3.7940, 3.8074, 0.4359], [1.6937, 0.4210, -2.5910], [1.7835, -2.4608, -0.8480], [-1.0751, -1.6368, -0.0921], [-1.4211, -3.0134, -2.3924], [4.9951, 5.3098, 1.4168], [5.0625, -4.0238, -4.4223], [-4.8519, 1.8544, 3.7694], [-1.8090, 3.8995, 1.9389], [3.4180, 6.0966, 1.2074], [2.1980, 1.0815, 1.7563], [2.0310, -1.7387, -0.0523], [5.9603, -4.9525, -6.5746], [6.6097, 3.1045, 4.9765], [-4.7957, -5.3996, -4.6149], [-1.6126, -1.1615, -0.9246], [4.2438, -1.8811, -0.1602], [5.0749, -3.1399, -1.0956], [-6.0311, 1.3503, -4.4982], [4.3646, -5.6233, -6.9413], [4.8738, -5.7772, -4.4801], [-7.4492, 1.8853, 4.6335], [-7.2717, 2.9061, 3.2032], [4.1091, 4.0444, 3.3733], [-4.8587, -0.7671, -3.8844], [2.1911, 4.8238, 3.2476], [-5.9784, 1.1834, 3.2135], [-5.8151, 1.1839, 2.1357], [7.1642, 0.7101, 5.4064], [3.1423, -3.2069, -2.2082], [-1.2868, -4.7625, -4.1082], [-0.5533, 1.2561, 6.5006], [-1.4740, -4.9554, -5.0352], [2.4151, 0.4401, -3.4224], [-4.9424, 1.8566, 4.7252], [-3.5342, 1.9220, -0.2009], [0.8388, 2.0264, 5.7348], [-1.3277, 3.4013, 0.3053], [-1.2083, 3.3944, 5.3529], [3.9194, 5.1944, 1.5622], [4.5448, -4.8345, -4.9362], [-1.0421, 2.4750, 4.7875], [2.9811, -3.2423, -1.2127], [-5.7176, -0.8071, -2.3452], [-1.8987, 3.1115, 1.1889], [-5.9975, 0.1404, 3.5463], [-7.2862, 1.8733, 3.5528], [1.0152, -3.1334, -0.4331], [-3.3557, 2.8900, 0.8303], [-4.2619, 0.6454, -2.5908], [-1.4459, 2.2057, 1.5994], [-3.9123, 2.5962, 1.7233], [4.2769, -3.5553, 0.4258], [-2.7023, -5.6505, -5.1191], [5.2883, 3.0193, 6.1419], [5.0496, 2.0053, 4.3487], [0.9864, -1.4926, -2.4573], [-8.1293, 1.3590, 3.0892], [0.0862, 0.3097, 4.8428], [4.8877, -4.8197, -6.4164], [5.8744, 2.4348, 5.4232], [4.1902, -2.9365, -0.4788], [3.1218, 0.1237, -0.9636], [2.6634, -5.3163, -5.1133], [-2.0044, 1.9978, 4.5936], [-1.5072, -0.0747, -0.8301], [-0.6046, 2.7455, 3.8252], [0.9150, 2.1548, -0.3524], [4.3750, 1.4212, 4.7058], [-5.3137, -0.1399, -3.1175], [7.2191, 1.6364, 6.9181], [-3.8503, -4.8608, -4.5139], [0.4662, 0.5303, 3.9837], [-3.9411, -3.8929, -5.0080], [-3.1491, 1.0796, 0.0625], [-3.6701, -4.6738, -3.4535], [0.6055, 0.4152, -0.2442], [3.5851, 4.3549, 0.9482], [3.9195, 5.7834, 3.6374], [4.5805, -3.8735, -6.8624], [1.4368, -2.2858, -3.7936], [1.8862, 4.0816, 2.7163], [-1.6133, -1.1115, -3.0626], [-7.2111, 0.0741, -4.1434], [5.8337, 0.5982, 6.5599], [2.4307, 0.8988, -1.3146], [1.3861, 1.1776, -0.2259], [-6.4278, 0.7031, -3.7150], [-0.1205, 1.5322, 5.5377], [3.0021, 1.8225, -1.4829], [6.5668, 1.2781, 6.1197], [-1.0457, -1.6097, -2.2694], [-4.5908, 1.2096, -1.8821], [-6.8819, 1.3399, -2.9514], [3.1685, -4.6151, -4.6951], [0.9287, 1.1712, -2.8470], [-2.6243, -6.6334, -4.6359]], "lowdin_charge": [-0.329, 0.104, 0.065, 0.115, -0.263, -0.285, 0.067, -0.176, 0.072, 0.109, -0.096, 0.075, 0.072, 0.884, 0.018, 0.066, 0.111, 0.065, -0.135, 0.054, 0.064, 0.072, 0.067, 0.105, 0.070, 0.075, 0.083, 0.109, -0.108, -0.317, 0.106, 0.076, 0.031, 0.071, 0.106, -0.080, 0.036, 0.079, -0.093, 0.104, 0.074, 0.076, -0.089, -0.337, -0.086, -0.191, 0.108, -0.081, 0.111, -0.092, 0.041, -0.292, -0.087, 0.066, 0.081, 0.062, -0.343, 0.109, -0.107, 0.384, 0.072, -0.110, -0.101, -0.329, -0.177, 0.056, 0.081, 0.067, 0.051, 0.045, 0.039, 0.076, -0.329, 0.070, -0.097, -0.037, 0.072, 0.068, 0.070, 0.007, 0.058, 0.108, 0.074, -0.046, 0.013, 0.075, 0.067, 0.072, -0.402, -0.640, -0.099, -0.329, 0.090, -0.094, -0.375, 0.050, 0.068, -0.090, 0.045, 0.103]}



[2]
{"formula": "C23H65N13O11", "method": "the ωB97M-V functional and the def2-TZVPD basis", "spin_multiplicity": 1, "molar_mass_g_mol": 699.853, "total_energy_ev": -66791.7051, "homo_ev": -8.49, "e_above_lowest_kj_mol": 908.9, "orbital_gap_ev": 8.35, "smiles": "COCCNCCOC.COCCNCCOC.COCCNCCOC.NC(N)=O.NC(N)=O.NC(N)=O.NC(N)=O.NC(N)=O", "lumo_energy_ev": -0.14, "elements": ["H", "O", "H", "H", "C", "H", "H", "N", "H", "N", "H", "H", "H", "N", "H", "H", "C", "H", "C", "H", "O", "C", "H", "C", "H", "H", "C", "H", "H", "N", "H", "C", "C", "H", "O", "H", "C", "H", "H", "C", "O", "N", "C", "H", "O", "H", "H", "H", "N", "C", "H", "H", "H", "H", "H", "N", "H", "C", "H", "N", "O", "H", "H", "H", "C", "H", "H", "N", "H", "N", "H", "H", "H", "H", "N", "H", "H", "H", "C", "C", "N", "H", "C", "H", "C", "C", "N", "H", "H", "H", "C", "H", "H", "O", "O", "C", "O", "H", "H", "H", "C", "H", "H", "C", "H", "H", "H", "H", "H", "O", "O", "H"], "xyz": [[16.4346, 11.1327, -12.1304], [21.5120, 1.4106, -16.7994], [14.3830, 6.5498, -16.6231], [18.0521, 6.9269, -21.4878], [19.5242, 8.3098, -17.6510], [18.1476, 8.5665, -10.6409], [22.6112, 3.0281, -16.0981], [21.1953, 8.3695, -14.7429], [21.0145, -3.6825, -15.3922], [21.3418, 6.4997, -15.7326], [22.2919, 8.4608, -11.7941], [21.0975, -1.5174, -15.3645], [20.4639, 6.7059, -16.2568], [18.7701, 8.4905, -11.4370], [19.2828, 5.9107, -19.4290], [25.4751, 7.7624, -11.2608], [24.7026, 7.9916, -10.5036], [20.4153, 7.7989, -13.2173], [24.8864, 3.3766, -14.6119], [21.8051, 1.9737, -14.8801], [16.2245, 6.4159, -15.6568], [21.9790, 7.5081, -15.2245], [21.3389, -6.8322, -18.4061], [21.6186, -5.8271, -18.5778], [23.8277, 4.9954, -14.2039], [22.1586, -1.5582, -18.0452], [20.3950, 4.3960, -18.6715], [22.8957, 6.5165, -13.1138], [21.9009, 11.4014, -13.9881], [24.2030, 2.7457, -13.7018], [23.9518, 7.2100, -10.5259], [15.0553, 5.8387, -16.1510], [22.9602, 10.5054, -12.5590], [19.4219, 9.8671, -13.9870], [22.0605, 3.7558, -11.9509], [18.7030, 7.0698, -15.5468], [17.8530, 7.5967, -20.6922], [19.5308, 7.2825, -17.6200], [17.5865, 8.2361, -14.8703], [21.6677, -1.0075, -17.2603], [23.1975, 7.4496, -15.0376], [18.9184, 8.8720, -16.4137], [19.4171, 10.7409, -13.3974], [20.5314, 8.6441, -18.0005], [25.8345, 2.9687, -15.2047], [21.8872, 5.8821, -16.2691], [18.8021, 4.3154, -19.9626], [25.2280, 8.0379, -9.5922], [21.6408, -1.8997, -16.0976], [16.8463, 7.2460, -16.5414], [22.9896, -4.2425, -16.8502], [20.4988, 6.2301, -12.5658], [21.5138, 9.1588, -14.1681], [23.5456, 5.3686, -11.9072], [21.1879, 2.6088, -18.1882], [21.7833, 10.6385, -13.3612], [20.6035, 11.6634, -11.8321], [21.0993, -3.2290, -16.3738], [21.1046, -5.5045, -19.4563], [24.4693, 4.5517, -14.8322], [21.1718, 5.0004, -17.9206], [20.6921, 9.9889, -11.7919], [18.8599, 9.4009, -11.9369], [19.4479, 11.5438, -14.1187], [21.9928, -4.0120, -17.3235], [23.6036, 8.5757, -12.7511], [18.3807, 9.7832, -16.6202], [19.4882, 4.9145, -19.4295], [22.2173, -3.5383, -18.3314], [21.0905, 4.9418, -13.6134], [16.1442, 8.0592, -16.8344], [22.7388, -5.9461, -18.7414], [23.2973, 0.4045, -17.6447], [23.8387, 10.7875, -13.1066], [20.2002, 7.2151, -12.4159], [17.0542, 6.6065, -17.4445], [24.4284, 1.7127, -13.7160], [15.3846, 5.1586, -16.9106], [19.2150, 7.2964, -11.6338], [22.0431, 4.7037, -12.7359], [22.9354, 5.5877, -12.7277], [16.9969, 11.4690, -13.7452], [18.6872, 8.6406, -18.9120], [16.8411, 7.6022, -20.2795], [18.0063, 7.8531, -15.8242], [23.1438, 9.1479, -11.9704], [20.5445, 3.0808, -18.8342], [22.8980, 0.2223, -15.9036], [17.8231, 8.5333, -21.2231], [20.0596, -3.0654, -16.7297], [21.7469, 2.4352, -15.8682], [20.3340, 4.3103, -13.4608], [14.5546, 5.1490, -15.5145], [24.0695, 9.2310, -10.8271], [18.7010, 7.5629, -19.8193], [22.4262, 0.3004, -16.9228], [18.7617, 6.3452, -10.9951], [21.1870, 5.6168, -14.4330], [20.3442, 8.6823, -15.2162], [23.3762, 3.1719, -13.1566], [20.6469, 10.8072, -12.4795], [20.8317, 3.0700, -15.8130], [20.0439, 2.5295, -19.4973], [17.2016, 10.8625, -12.8887], [24.8045, 5.1421, -15.6200], [16.9333, 9.9439, -13.3200], [19.0416, 9.5358, -19.4678], [22.7925, 11.2494, -11.7618], [20.6633, -0.7376, -17.6691], [21.2814, -5.1967, -17.5526], [18.3493, 10.8457, -12.4427], [17.6155, 8.9043, -18.7013]], "lowdin_charge": [0.130, -0.257, 0.094, 0.104, -0.163, 0.128, 0.076, 0.162, 0.122, 0.152, 0.114, 0.095, 0.097, 0.181, 0.069, 0.098, -0.092, 0.060, -0.891, 0.084, -0.163, -0.754, 0.083, -0.258, 0.032, 0.085, -0.713, 0.083, 0.127, 0.164, 0.071, -0.094, -0.190, 0.076, 0.026, 0.106, -0.267, 0.055, 0.128, -0.198, 0.041, -0.071, -0.132, 0.150, 0.037, 0.084, 0.150, 0.070, -0.083, -0.274, 0.147, 0.079, 0.066, 0.170, 0.082, -0.091, 0.132, -0.197, 0.089, 0.168, 0.001, 0.102, 0.056, 0.137, -0.194, 0.087, 0.158, 0.181, 0.129, 0.164, 0.135, 0.121, 0.137, 0.131, 0.183, 0.141, 0.146, 0.078, -0.806, -0.828, 0.178, 0.091, -0.158, 0.109, -0.181, -0.195, 0.177, 0.124, 0.095, 0.127, -0.117, 0.130, 0.087, -0.178, -0.192, -0.161, 0.016, 0.069, 0.069, 0.093, -0.165, 0.092, 0.099, -0.248, 0.145, 0.070, 0.140, 0.129, 0.128, -0.162, -0.175, 0.127]}



Question: What is the formula in the first record?
Answer: C23H65AlFINO8